Record 1
Entry from OMol25: 11 unconnected molecules or ions with the total composition C5H32N2O11 in a non-equilibrium geometry (the ωB97M-V functional and the def2-TZVPD basis).

Output
E_HOMO (spin up / spin down) = -13.5 / -13.5 eV
relative energy (zero: lowest compared OMol25 entry of this formula, charge and spin) = 601.5 kJ/mol
2S+1 = 2
charge = +1
LUMO level (spin up / spin down) = -2.92 / -8.28 eV
molar mass = 296.31 Da
frontier orbital gap (spin up / spin down) = 10.560 / 5.191 eV

Positions of all 50 atoms, in Å:
1 C -0.918 0.217 0.162
2 N -1.523 -1.144 -0.178
3 C -1.743 -2.069 0.989
4 N -0.569 -2.853 1.453
5 C -1.477 1.322 -0.719
6 C -0.304 2.094 -1.228
7 C 0.586 2.646 -0.090
8 O 1.770 2.361 -0.087
9 H 0.171 0.153 0.124
10 H -1.200 0.485 1.273
11 H -1.360 -1.592 -1.040
12 H -2.257 -1.470 1.866
13 H -2.557 -2.771 0.829
14 H -0.044 -2.473 2.184
15 H -0.919 -3.756 1.722
16 H -2.206 1.979 -0.203
17 H -2.046 0.813 -1.461
18 H 0.293 1.404 -1.880
19 H -0.526 2.976 -1.960
20 H 0.100 3.225 0.750
21 H 1.380 3.727 2.614
22 H 0.241 3.304 3.479
23 O 0.746 4.097 3.130
24 H 1.012 -0.709 3.970
25 H 1.851 -0.872 2.575
26 O 1.060 -1.154 3.040
27 H -0.479 -3.157 -2.042
28 H -1.424 -4.188 -2.809
29 O -1.126 -3.290 -2.592
30 H 3.018 0.591 1.318
31 H 4.013 -0.550 1.320
32 O 3.050 -0.365 1.455
33 H -0.799 0.434 2.914
34 H -1.768 1.445 3.545
35 O -0.797 1.260 3.351
36 H -1.194 -1.943 -3.487
37 H 0.004 -1.364 -4.126
38 O -0.924 -1.163 -4.080
39 H -3.094 -0.072 1.442
40 H -4.291 0.872 1.386
41 O -3.756 0.458 2.006
42 H 1.711 -3.069 -0.973
43 H 0.461 -2.725 -0.162
44 O 0.968 -2.672 -1.020
45 H 1.579 2.853 -3.096
46 H 0.982 1.830 -4.093
47 O 1.422 2.738 -3.981
48 H 1.899 -0.878 -1.954
49 H 3.134 -1.227 -1.179
50 O 2.850 -1.089 -2.028

Record 2
Entry from OMol25: 10 unconnected molecules or ions with the total composition C5H32N2O9 in a non-equilibrium geometry (the ωB97M-V functional and the def2-TZVPD basis).

Output
E_HOMO = -8.7 eV
relative energy (zero: lowest compared OMol25 entry of this formula, charge and spin) = 376.4 kJ/mol
charge = 0
structure (SMILES) = CCNCCCN.O.O.O.O.O.O.O.O.O
LUMO level = 0.28 eV
molar mass = 264.32 Da
frontier orbital gap = 9.001 eV

Positions of all 48 atoms, in Å:
1 C 2.765 -0.739 2.964
2 C 1.759 0.152 2.179
3 N 1.656 -0.303 0.765
4 C 0.675 0.258 -0.276
5 C -0.139 -0.800 -1.064
6 C 0.460 -1.155 -2.390
7 N 0.757 -0.067 -3.312
8 H 2.548 -0.478 3.926
9 H 2.436 -1.751 2.603
10 H 3.741 -0.494 2.824
11 H 0.708 0.121 2.667
12 H 2.244 1.174 2.189
13 H 2.533 -0.516 0.392
14 H 0.128 1.098 0.236
15 H 1.254 0.869 -0.930
16 H -0.280 -1.686 -0.345
17 H -1.133 -0.305 -1.265
18 H 1.419 -1.571 -2.180
19 H -0.282 -1.828 -2.782
20 H 0.005 0.355 -3.918
21 H 1.224 0.683 -2.832
22 O -0.148 2.942 -2.641
23 H 0.206 3.815 -2.722
24 H -1.014 3.157 -2.406
25 O 3.452 1.828 -1.298
26 H 2.798 1.520 -0.698
27 H 3.508 1.207 -2.048
28 O -0.278 -4.199 0.465
29 H -0.107 -3.759 1.233
30 H 0.471 -4.656 0.241
31 O 2.362 -3.383 1.171
32 H 2.092 -2.554 0.854
33 H 3.212 -3.413 0.735
34 O -1.589 3.428 -0.198
35 H -0.734 3.874 -0.175
36 H -1.493 2.500 -0.058
37 O -3.226 -0.367 -1.088
38 H -2.827 -0.702 -0.327
39 H -3.568 -1.059 -1.659
40 O -1.613 1.139 2.616
41 H -2.084 1.627 1.962
42 H -0.863 0.955 2.228
43 O -2.219 -1.041 1.259
44 H -2.134 -0.272 1.897
45 H -3.080 -1.387 1.350
46 O -3.421 1.673 0.703
47 H -3.659 2.481 0.375
48 H -3.833 1.124 0.068

Record 3
Entry from OMol25: 11 unconnected molecules or ions with the total composition C5H32NO10 in a non-equilibrium geometry (the ωB97M-V functional and the def2-TZVPD basis).

Output
E_HOMO = -12.5 eV
relative energy (zero: lowest compared OMol25 entry of this formula, charge and spin) = 353.1 kJ/mol
charge = +1
LUMO level = -2.50 eV
molar mass = 266.31 Da
frontier orbital gap = 10.022 eV

Positions of all 48 atoms, in Å:
1 C -0.064 1.148 3.323
2 C 1.090 0.261 2.524
3 C 1.507 0.757 1.051
4 C 0.527 0.614 0.152
5 C 2.847 1.371 1.260
6 N -1.247 1.313 2.472
7 H -0.312 0.566 4.229
8 H 0.207 2.152 3.625
9 H 0.594 -0.813 2.472
10 H 1.930 0.228 3.274
11 H -0.407 0.133 0.431
12 H 0.875 0.849 -0.921
13 H 2.953 2.131 0.383
14 H 2.940 1.892 2.199
15 H 3.623 0.514 1.162
16 H -1.079 2.003 1.590
17 H -1.551 0.472 1.927
18 H -1.963 1.859 3.032
19 H -1.929 1.972 -0.685
20 H -0.685 2.850 -0.471
21 O -1.418 2.449 -0.014
22 H -3.510 -0.625 0.378
23 H -2.809 0.118 -0.526
24 O -2.626 -0.282 0.359
25 H -2.122 0.542 -2.352
26 H -3.385 1.468 -2.537
27 O -2.843 1.098 -1.849
28 H 3.888 -0.058 -2.254
29 H 2.548 -0.254 -1.653
30 O 3.183 0.399 -2.189
31 H -0.736 -3.876 -2.096
32 H -0.846 -2.938 -0.900
33 O -0.550 -3.003 -1.821
34 H 1.359 -3.582 1.787
35 H 1.795 -2.508 0.840
36 O 1.246 -2.716 1.623
37 H 1.255 -2.521 -1.654
38 H 0.935 -1.396 -0.745
39 O 1.619 -2.005 -0.908
40 H -0.388 -0.783 -3.770
41 H -1.271 -1.741 -2.816
42 O -1.263 -0.838 -3.328
43 H 0.435 2.893 -3.221
44 H -0.991 2.679 -3.144
45 O -0.259 2.507 -2.751
46 H -0.404 -2.714 1.190
47 H -1.554 -1.839 0.678
48 O -1.141 -2.747 0.644